Entry 1:
C4H7NO | wB97M-V/def2-TZVPD

Each line ends with the Mulliken charge.
Positions of all 13 atoms, in Å:
N 2.199 -0.271 0.350  -0.464
C 0.972 0.138 0.170  0.421
C 0.043 -0.887 0.543  -0.594
C -1.171 -0.520 -0.317  -0.473
C -0.949 0.995 -0.530  -0.366
O 0.499 1.203 -0.455  -0.391
H 3.002 0.351 0.388  0.208
H 1.529 -1.356 0.588  0.410
H -0.150 -0.879 1.620  0.193
H -2.136 -0.708 0.163  0.318
H -1.171 -1.039 -1.283  0.227
H -1.404 1.597 0.264  0.251
H -1.263 1.378 -1.503  0.260

energy above the lowest of the compared OMol25 structures with the same formula, charge and spin = 90.80 kcal/mol
HOMO energy = -8.1 eV
Kohn-Sham gap = 9.0576 eV
LUMO = 0.98 eV
2S+1 = 1
charge = 0

Entry 2:
C6H12O2 | wB97M-V/def2-TZVPD

Each line ends with the Mulliken charge.
Positions of all 20 atoms, in Å:
C 1.277 1.951 2.401  -0.833
C 1.015 0.840 1.716  -0.024
C -0.202 0.608 0.942  -0.172
C -0.315 -0.432 0.123  -0.411
C -1.518 -0.586 -0.739  -0.350
C -1.660 -0.241 -2.012  -0.582
H 2.171 1.984 2.994  0.270
H 0.566 2.757 2.468  0.259
H 1.698 0.005 1.752  0.258
H -0.978 1.373 0.912  0.310
H 0.288 -1.327 0.260  0.407
H -2.366 -1.029 -0.218  0.322
H -0.821 0.186 -2.540  0.251
H -2.606 -0.377 -2.505  0.282
O -0.606 -4.087 1.059  -0.640
H -1.000 -3.573 0.340  0.325
H -0.243 -3.442 1.677  0.333
O 1.556 1.872 -2.647  -0.635
H 1.328 2.007 -3.565  0.315
H 2.415 1.510 -2.419  0.314

energy above the lowest of the compared OMol25 structures with the same formula, charge and spin = 70.20 kcal/mol
HOMO energy = -8.8 eV
Kohn-Sham gap = 9.5736 eV
LUMO = 0.73 eV
2S+1 = 1
charge = 0
SMILES string = C=C/C=C/C=C.O.O

Entry 3:
C4H14N2O | wB97M-V/def2-TZVPD

Each line ends with the Mulliken charge.
Positions of all 21 atoms, in Å:
C -0.469 2.509 -0.865  -0.982
N -0.494 1.214 -0.211  -0.279
C -1.805 0.572 -0.217  -0.559
C -1.804 -0.934 0.113  -0.729
N -0.711 -1.403 1.032  -0.249
C 0.690 -1.371 0.581  -0.893
H -0.366 3.406 -0.256  0.315
H 0.273 2.620 -1.675  0.296
H -1.390 2.779 -1.412  0.285
H -0.222 1.366 0.764  0.251
H -2.203 0.654 -1.216  0.399
H -2.480 1.032 0.513  0.306
H -1.490 -1.506 -0.754  0.271
H -2.791 -1.265 0.442  0.407
H -1.002 -1.873 1.867  0.216
H 1.419 -1.836 1.268  0.390
H 0.964 -0.356 0.338  0.280
H 0.894 -2.006 -0.297  0.276
O 4.450 -1.253 -0.311  -0.665
H 5.003 -1.324 0.464  0.310
H 3.535 -1.025 -0.166  0.352

energy above the lowest of the compared OMol25 structures with the same formula, charge and spin = 59.13 kcal/mol
HOMO energy = -8.0 eV
Kohn-Sham gap = 8.9037 eV
LUMO = 0.92 eV
2S+1 = 1
charge = 0
SMILES string = CNCCNC.O

Entry 4:
C51H60BN12PS4Ti | wB97M-V/def2-TZVPD

Each line ends with the Mulliken charge.
Positions of all 130 atoms, in Å:
Ti 0.314 -0.385 0.044  0.062
C 5.232 1.170 1.758  -1.375
C 4.392 2.238 2.453  1.276
C 5.307 3.350 2.979  -1.913
C 3.632 1.684 3.654  -1.571
N 3.466 2.840 1.424  0.537
C 3.901 3.873 0.613  -0.692
C 2.864 4.261 -0.148  -1.197
N 1.787 3.466 0.173  0.117
B 0.398 3.806 -0.405  0.257
N 0.174 3.180 -1.809  0.718
C -0.438 3.919 -2.799  -1.075
C -0.206 3.309 -3.977  -0.611
N 0.538 2.170 -3.721  0.750
C 0.748 2.112 -2.385  -0.271
S 1.657 0.882 -1.589  -0.619
C 1.065 1.269 -4.820  1.161
C 0.917 -0.219 -4.488  -1.408
C 0.254 1.533 -6.088  -1.970
C 2.530 1.638 -5.028  -1.666
N -0.780 3.630 0.595  0.494
C -1.158 4.753 1.310  -1.532
C -2.367 4.524 1.846  -0.616
N -2.753 3.245 1.481  0.898
C -1.740 2.700 0.748  -1.097
S -1.778 1.103 0.085  1.117
C -4.187 2.775 1.584  1.609
C -4.270 1.452 2.333  -0.948
C -4.755 2.670 0.169  -1.688
C -4.998 3.809 2.362  -2.397
C 2.172 2.580 1.100  -0.001
S 1.152 1.325 1.723  0.034
H 5.928 0.729 2.473  0.426
H 5.815 1.602 0.944  0.373
H 4.614 0.375 1.340  0.279
H 5.874 2.953 3.819  0.479
H 4.730 4.205 3.334  0.443
H 6.035 3.689 2.244  0.477
H 4.367 1.435 4.419  0.557
H 3.063 0.789 3.434  0.183
H 2.955 2.431 4.070  0.399
H 4.899 4.261 0.661  0.555
H 2.787 5.050 -0.875  0.741
H 0.437 4.988 -0.609  -0.228
H -0.950 4.840 -2.581  0.763
H -0.503 3.597 -4.966  0.616
H -0.105 -0.458 -4.195  0.172
H 1.599 -0.560 -3.716  0.416
H 1.138 -0.771 -5.402  0.646
H -0.816 1.404 -5.909  0.392
H 0.559 0.806 -6.838  0.467
H 0.439 2.518 -6.518  0.471
H 3.108 1.444 -4.123  0.278
H 2.635 2.690 -5.297  0.363
H 2.949 1.035 -5.834  0.487
H -0.535 5.628 1.350  0.765
H -2.978 5.163 2.452  0.667
H -3.785 0.659 1.782  -0.642
H -5.321 1.194 2.472  0.695
H -3.803 1.526 3.316  0.322
H -4.235 1.921 -0.426  0.161
H -4.693 3.634 -0.339  0.356
H -5.807 2.387 0.227  0.567
H -4.601 3.974 3.364  0.494
H -6.009 3.420 2.471  0.458
H -5.072 4.762 1.836  0.537
N -0.621 -3.036 1.989  0.672
P -1.569 -1.733 1.437  2.383
C -2.266 -1.053 2.960  0.624
C -1.543 -0.087 3.656  -0.362
C -1.948 0.312 4.921  -1.107
C -3.089 -0.234 5.489  -0.631
C -3.821 -1.192 4.797  -0.883
C -3.405 -1.612 3.543  -0.445
C -2.909 -2.627 0.619  0.503
C -2.711 -3.936 0.176  -1.118
C -3.748 -4.633 -0.430  -0.851
C -4.986 -4.029 -0.604  -0.779
C -5.182 -2.722 -0.181  -0.880
C -4.149 -2.021 0.423  0.063
C 0.671 -2.739 2.382  -0.235
C 1.358 -3.613 3.232  -1.120
C 2.673 -3.361 3.527  -0.852
C 3.283 -2.240 2.964  -0.732
C 2.528 -1.424 2.169  -1.131
N 1.223 -1.627 1.888  0.770
H -1.069 -3.761 2.536  0.427
H -0.665 0.368 3.218  0.350
H -1.376 1.059 5.457  0.479
H -3.410 0.083 6.473  0.447
H -4.710 -1.621 5.239  0.492
H -3.977 -2.368 3.020  0.445
H -1.753 -4.420 0.316  0.418
H -3.592 -5.657 -0.746  0.542
H -5.797 -4.578 -1.064  0.450
H -6.144 -2.245 -0.320  0.522
H -4.320 -1.005 0.748  0.001
H 0.842 -4.478 3.628  0.544
H 3.225 -4.027 4.177  0.464
H 4.324 -2.008 3.140  0.591
H 2.957 -0.551 1.707  0.683
S 1.773 -2.121 -0.834  -0.512
C 0.466 -3.046 -1.492  0.457
N 0.666 -4.350 -1.724  -0.730
N -0.298 -5.016 -2.249  0.659
C -0.199 -6.385 -2.560  0.652
C -1.297 -6.973 -3.179  -0.200
C -1.251 -8.320 -3.496  -0.783
C -0.120 -9.065 -3.196  -0.475
C 0.970 -8.461 -2.578  -0.619
C 0.943 -7.116 -2.254  -0.368
N -0.688 -2.503 -1.876  -0.495
N -0.906 -1.263 -1.586  1.909
C -2.076 -0.809 -2.304  0.042
C -2.131 0.478 -2.824  0.781
C -3.220 0.882 -3.581  -0.599
C -4.269 0.008 -3.821  -1.362
C -4.218 -1.277 -3.301  -0.681
C -3.128 -1.689 -2.554  -0.636
H -1.154 -4.517 -2.490  0.108
H -2.173 -6.380 -3.419  0.432
H -2.097 -8.786 -3.982  0.381
H -0.084 -10.117 -3.445  0.401
H 1.852 -9.044 -2.349  0.391
H 1.785 -6.635 -1.778  0.467
H -1.327 1.165 -2.640  -0.414
H -3.243 1.887 -3.983  0.629
H -5.120 0.324 -4.412  0.452
H -5.034 -1.968 -3.475  0.494
H -3.102 -2.690 -2.150  0.354

energy above the lowest of the compared OMol25 structures with the same formula, charge and spin = 23.35 kcal/mol
HOMO energy (spin up / spin down) = -11.7 / -11.7 eV
Kohn-Sham gap (spin up / spin down) = 5.6717 / 5.6293 eV
LUMO (spin up / spin down) = -6.01 / -6.09 eV
2S+1 = 1
charge = +2

Entry 5:
C7H26NO8 | wB97M-V/def2-TZVPD

Each line ends with the Mulliken charge.
Positions of all 42 atoms, in Å:
N -0.688 -0.726 -0.869  0.120
H -0.958 0.247 -0.857  0.307
H -1.056 -1.075 0.004  0.306
H 0.316 -0.755 -0.758  0.201
H -0.963 -1.163 -1.738  0.503
C -0.567 -1.873 -4.357  0.849
O -1.278 -1.702 -3.376  -0.954
O -1.037 -1.540 -5.455  -0.463
O 0.417 -2.596 -4.366  -0.540
O -2.380 -4.285 -3.528  -0.655
H -2.868 -3.998 -4.300  0.304
H -1.862 -3.521 -3.274  0.370
O -0.999 1.968 -0.901  -0.671
H -1.145 2.736 -1.452  0.277
H -1.534 2.125 -0.123  0.276
O -1.620 -1.870 1.287  -0.601
H -2.419 -1.670 1.775  0.254
H -1.427 -2.781 1.507  0.265
C -2.131 2.345 3.736  -1.430
C -1.208 1.734 2.634  0.557
C -0.439 0.477 3.098  -1.158
O -2.105 1.390 1.625  -0.594
H -2.800 1.614 4.191  0.334
H -2.811 3.170 3.523  0.375
H -1.501 2.726 4.540  0.379
H -0.447 2.463 2.354  0.280
H 0.270 0.754 3.878  0.441
H 0.117 0.088 2.244  0.220
H -1.053 -0.314 3.530  0.297
H -2.650 0.657 1.922  0.295
C 4.328 -0.236 -0.536  -1.500
C 2.957 0.261 -0.099  0.612
C 2.617 1.681 -0.650  -1.251
O 2.057 -0.681 -0.645  -0.634
H 4.965 0.597 -0.237  0.375
H 4.369 -0.398 -1.613  0.473
H 4.541 -1.099 0.095  0.348
H 2.870 0.280 0.987  0.209
H 1.659 2.068 -0.304  0.221
H 2.620 1.726 -1.739  0.306
H 3.434 2.339 -0.355  0.418
H 2.406 -1.160 -1.401  0.280

HOMO energy (spin up / spin down) = -8.7 / -8.6 eV
Kohn-Sham gap (spin up / spin down) = 8.2044 / 8.1527 eV
LUMO (spin up / spin down) = -0.45 / -0.45 eV
2S+1 = 2
<S²> = 0.758
charge = 0

Entry 6:
CH5ClNOPS | wB97M-V/def2-TZVPD

Each line ends with the Mulliken charge.
Positions of all 11 atoms, in Å:
C 0.804 -0.424 0.200  -0.672
N 1.981 0.282 0.031  -0.385
O -1.802 0.063 -1.720  -0.567
P -1.955 0.179 -0.234  0.680
S -2.557 1.753 0.700  -0.314
Cl -2.141 -1.566 0.661  -0.155
H -0.295 0.280 0.085  0.211
H 0.727 -0.973 -0.733  0.402
H 0.778 -0.977 1.069  0.381
H 2.132 0.899 0.803  0.208
H 2.328 0.486 -0.861  0.212

energy above the lowest of the compared OMol25 structures with the same formula, charge and spin = 48.31 kcal/mol
HOMO energy = -9.5 eV
Kohn-Sham gap = 8.8013 eV
LUMO = -0.69 eV
2S+1 = 1
charge = 0

Entry 7:
C27H27InN3O4P | wB97M-V/def2-TZVPD

Each line ends with the Mulliken charge.
Positions of all 63 atoms, in Å:
In 0.167 0.346 -0.074  1.291
N -1.597 1.326 -1.192  -0.387
C -2.787 0.473 -1.275  -0.058
C -3.880 0.928 -1.994  -0.506
C -5.028 0.158 -2.090  -0.710
C -5.092 -1.082 -1.467  -0.815
C -4.002 -1.544 -0.752  -0.245
C -2.839 -0.777 -0.646  0.196
P -1.472 -1.459 0.308  0.863
C -1.849 -1.660 2.038  0.851
C -2.581 -2.779 2.446  -0.181
C -2.926 -2.913 3.780  -0.786
C -2.543 -1.944 4.700  -0.567
C -1.809 -0.838 4.297  -0.838
C -1.459 -0.694 2.964  -0.361
C -0.944 -3.004 -0.418  0.724
C -1.149 -3.245 -1.778  -0.613
C -0.662 -4.415 -2.340  -0.809
C 0.025 -5.332 -1.553  -0.524
C 0.230 -5.087 -0.201  -0.820
C -0.249 -3.921 0.374  -0.386
H -1.214 1.483 -2.131  0.428
H -1.869 2.243 -0.842  0.403
H -3.833 1.894 -2.483  0.500
H -5.873 0.528 -2.654  0.429
H -5.986 -1.685 -1.539  0.473
H -4.050 -2.515 -0.273  0.357
H -2.863 -3.545 1.735  0.427
H -3.491 -3.777 4.103  0.446
H -2.812 -2.059 5.742  0.432
H -1.505 -0.092 5.019  0.460
H -0.876 0.173 2.666  0.134
H -1.694 -2.540 -2.392  0.399
H -0.825 -4.613 -3.390  0.452
H 0.396 -6.246 -1.995  0.442
H 0.755 -5.810 0.409  0.456
H -0.103 -3.740 1.433  0.518
O 3.081 -2.045 0.851  -0.119
C 2.211 -1.489 0.426  0.187
C 1.496 4.942 0.283  -1.081
C 2.767 4.270 0.787  -1.263
C 3.189 3.036 -0.043  2.564
C 4.468 2.399 0.552  -1.174
C 4.999 1.220 -0.253  -1.048
C 3.503 3.495 -1.472  -0.212
O 4.354 4.308 -1.687  -0.517
N 2.738 2.980 -2.529  0.073
C 1.715 2.082 -2.421  0.352
O 0.987 1.729 -3.316  -0.618
N 1.530 1.563 -1.132  -0.212
C 2.088 2.032 -0.025  -0.220
O 1.588 1.551 1.049  -0.811
H 1.256 5.806 0.898  0.498
H 0.635 4.266 0.329  0.136
H 1.605 5.295 -0.744  0.297
H 2.651 3.948 1.822  0.459
H 3.605 4.966 0.749  0.510
H 4.248 2.111 1.581  0.487
H 5.213 3.194 0.583  0.447
H 4.268 0.411 -0.332  0.114
H 5.889 0.809 0.219  0.481
H 5.279 1.519 -1.265  0.315
H 2.925 3.366 -3.447  0.281

energy above the lowest of the compared OMol25 structures with the same formula, charge and spin = 1.64 kcal/mol
HOMO energy = -15.3 eV
Kohn-Sham gap = 8.6761 eV
LUMO = -6.60 eV
2S+1 = 1
charge = +2

Entry 8:
C14H8Cl2F4N2 | wB97M-V/def2-TZVPD

Each line ends with the Mulliken charge.
Positions of all 30 atoms, in Å:
N -2.714 2.910 -1.345  -0.438
C -1.890 2.099 -1.541  -0.073
C -0.972 0.984 -1.828  0.289
F -0.941 0.148 -0.684  -0.196
C 0.477 1.314 -2.037  0.674
C 1.315 0.281 -2.485  -0.646
C 2.686 0.386 -2.339  -0.632
C 3.204 1.480 -1.637  0.410
C 4.682 1.600 -1.422  0.805
F 5.035 2.919 -1.327  -0.261
F 5.356 1.050 -2.472  -0.259
F 5.153 0.983 -0.289  -0.243
C 2.382 2.466 -1.109  -0.739
C 1.008 2.366 -1.261  -0.502
H -1.427 0.360 -2.585  0.359
H 0.875 -0.652 -2.854  0.338
H 3.337 -0.437 -2.582  0.387
H 2.786 3.198 -0.437  0.396
H 0.350 3.016 -0.694  0.317
Cl -4.709 -0.569 1.175  -0.176
C -3.650 -1.636 1.981  0.421
C -4.077 -2.294 3.134  -0.605
C -3.128 -3.060 3.814  -0.146
C -1.798 -3.085 3.392  -0.654
C -1.499 -2.386 2.217  0.489
Cl 0.125 -2.261 1.714  -0.166
N -2.427 -1.779 1.490  -0.299
H -5.109 -2.172 3.428  0.375
H -3.426 -3.627 4.678  0.395
H -1.002 -3.601 3.904  0.379

energy above the lowest of the compared OMol25 structures with the same formula, charge and spin = 0.00 kcal/mol
HOMO energy = -9.4 eV
Kohn-Sham gap = 9.4537 eV
LUMO = 0.01 eV
2S+1 = 1
charge = 0
SMILES string = N#C[C@H](F)c1ccc(C(F)(F)F)cc1.Clc1cccc(Cl)n1

> charge of number 5 (C7H26NO8)?

0

> Look up the charge of the seventh one.

+2